Record 1
Below is an isolated ion of composition C7H9N4S and charge +1, with properties calculated with ωB97M-V with the def2-TZVPD basis set.

The geometry in XYZ format:
```
21
Properties=species:S:1:pos:R:3:lowdin_charge:R:1
C -1.605 -1.329 2.124 0.012
C -2.060 -0.671 0.855 -0.252
C -3.288 -0.374 0.419 -0.042
N -3.230 0.169 -0.871 0.125
C -1.981 0.292 -1.140 -0.098
N -1.160 -0.252 -0.120 -0.030
N 0.124 -0.137 0.057 0.018
N 0.992 -0.036 -0.843 0.110
C 2.128 0.591 -0.823 -0.294
C 3.291 0.203 -1.733 0.012
C 2.205 1.635 0.236 -0.440
S 1.031 1.770 1.351 0.982
H -2.219 -1.037 2.918 0.071
H -1.652 -2.386 1.968 0.089
H -0.589 -0.870 2.277 0.082
H -4.189 -0.799 0.841 0.134
H -1.424 0.831 -1.946 0.149
H 3.089 0.756 -2.665 0.108
H 4.286 0.304 -1.419 0.070
H 3.173 -0.924 -1.828 0.119
H 3.075 2.264 0.342 0.076
```

The HOMO-LUMO gap comes out at 0.239 hartree. The value obtained for the energy relative to the best compared isomer or geometry (same formula, charge and spin) is 367.4 kJ/mol. The HOMO energy comes out at -13.039 eV. Its LUMO energy is -6.526 eV. The total charge is +1.

Record 2
Below is a single C2H3FNOP molecule, with properties calculated with ωB97M-V with the def2-TZVPD basis set.

The geometry in XYZ format:
```
9
Properties=species:S:1:pos:R:3:lowdin_charge:R:1
F 3.387 0.235 1.083 -0.375
P 2.828 -0.251 -0.494 0.932
N 1.770 1.191 -0.549 -0.095
C 0.559 0.858 -0.424 -0.238
C 0.247 -0.544 -0.090 -0.156
O 1.582 -1.232 -0.086 -0.381
H -0.149 1.566 -0.447 0.073
H -0.234 -0.602 0.925 0.148
H -0.297 -0.904 -0.892 0.092
```

The HOMO-LUMO gap comes out at 0.398 hartree. The value obtained for the energy relative to the best compared isomer or geometry (same formula, charge and spin) is 22.1 kJ/mol. The HOMO energy comes out at -10.236 eV. Its LUMO energy is 0.582 eV.

Record 3
Below is a single C4H6N2O2 molecule, with properties calculated with ωB97M-V with the def2-TZVPD basis set.

The geometry in XYZ format:
```
14
Properties=species:S:1:pos:R:3:lowdin_charge:R:1
C -1.027 1.189 -0.409 -0.085
N 0.141 1.616 -0.418 0.060
O 0.880 1.153 0.703 -0.153
C 1.665 0.013 0.319 -0.164
C 1.000 -1.050 -0.521 -0.109
N -0.160 -1.496 -0.334 0.036
O -0.795 -0.954 0.742 -0.140
C -1.699 -0.042 0.295 -0.164
H -1.669 1.588 -1.124 0.092
H 2.504 0.306 -0.323 0.109
H 1.987 -0.312 1.375 0.161
H 1.565 -1.710 -1.186 0.124
H -2.354 -0.594 -0.338 0.118
H -2.038 0.291 1.222 0.114
```

The HOMO-LUMO gap comes out at 0.372 hartree. The value obtained for the energy relative to the best compared isomer or geometry (same formula, charge and spin) is 587.1 kJ/mol. The HOMO energy comes out at -9.209 eV. Its LUMO energy is 0.916 eV.

Record 4
Below is a 2-piece molecular cluster, C14H31BIN4O5P overall, with properties calculated with ωB97M-V with the def2-TZVPD basis set.

The geometry in XYZ format:
```
57
Properties=species:S:1:pos:R:3:lowdin_charge:R:1
C -2.690 -6.870 1.139 -0.118
C -1.903 -5.844 0.331 -0.260
C -2.195 -4.397 0.767 -0.233
C -0.931 -3.554 0.965 -0.213
C -1.150 -2.042 0.819 -0.235
N -0.493 -1.467 -0.353 -0.454
I -1.032 -2.213 -2.158 1.061
C 0.404 -0.476 -0.329 -0.400
N 1.025 -0.020 -1.424 0.168
C 1.826 0.956 -1.026 -0.285
C 2.581 1.808 -1.981 -0.098
C 1.747 3.068 -2.331 -0.171
C 0.242 2.810 -2.361 -0.185
C -0.552 3.948 -3.008 -0.247
O -1.630 3.449 -3.779 -0.202
C -2.651 2.886 -2.991 -0.139
N 1.776 1.110 0.316 -0.085
P 2.468 2.133 1.591 0.983
C 4.027 1.225 1.920 -0.221
O 2.928 3.344 0.601 -0.262
N 0.804 0.211 0.771 0.151
B 0.422 0.234 2.239 -0.835
O -0.711 0.834 2.663 0.227
O 1.283 -0.385 3.062 0.041
C 1.145 -0.233 4.483 -0.020
H -2.371 -6.869 2.183 0.074
H -2.561 -7.878 0.745 0.070
H -3.757 -6.638 1.127 0.075
H -2.157 -5.960 -0.724 0.105
H -0.836 -6.043 0.448 0.102
H -2.748 -4.421 1.709 0.112
H -2.856 -3.909 0.046 0.089
H -0.549 -3.736 1.972 0.118
H -0.142 -3.873 0.280 0.092
H -0.798 -1.529 1.708 0.094
H -2.219 -1.827 0.743 0.126
H 3.540 2.098 -1.556 0.108
H 2.762 1.200 -2.865 0.127
H 2.067 3.442 -3.303 0.119
H 1.975 3.830 -1.589 0.100
H 0.039 1.889 -2.914 0.112
H -0.117 2.679 -1.331 0.110
H 0.055 4.534 -3.698 0.126
H -0.958 4.659 -2.271 0.085
H -3.586 2.997 -3.538 0.089
H -2.478 1.816 -2.789 0.065
H -2.756 3.430 -2.047 0.085
H 4.132 1.122 3.001 0.036
H 4.018 0.228 1.484 0.052
H 4.888 1.771 1.533 0.047
H 3.519 3.971 1.033 0.082
H -1.195 1.331 1.995 0.137
H 0.262 -0.761 4.836 0.102
H 1.064 0.823 4.736 0.101
H 2.034 -0.662 4.935 0.097
O -2.474 6.185 -2.533 -0.607
H -2.539 5.585 -3.282 -0.192
```

The HOMO-LUMO gap comes out at 0.102 hartree. The HOMO energy comes out at -4.132 eV. Its LUMO energy is -1.369 eV.

Record 5
Below is C11H7FeN2O12 as an isolated structure, with properties calculated with ωB97M-V with the def2-TZVPD basis set.

The geometry in XYZ format:
```
33
Properties=species:S:1:pos:R:3:lowdin_charge:R:1
Fe -1.107 -2.249 0.286 0.945
O 0.425 -4.193 -2.895 0.178
C 0.376 -3.672 -1.687 -0.465
O -0.511 -3.933 -0.888 0.046
C 1.547 -2.796 -1.320 -0.086
O 1.119 -1.976 -0.256 -0.158
C 1.452 -0.567 -0.324 -0.037
C 0.299 0.269 -0.888 -0.310
O 0.791 1.602 -1.075 0.014
O -1.941 -1.425 -1.226 -0.261
H -0.393 -4.692 -3.043 0.152
H 1.877 -2.235 -2.195 0.141
H 2.356 -3.456 -0.984 0.153
H 2.335 -0.425 -0.949 0.145
H 1.656 -0.246 0.694 0.153
O 0.671 -0.269 -3.193 0.121
C -0.048 -0.395 -2.232 -0.403
O -1.034 -1.314 -2.341 -0.047
C -0.712 0.768 0.111 -0.059
C -0.356 2.165 -0.275 -0.150
C -0.107 2.988 0.922 -0.120
C -0.526 2.571 2.168 0.081
C -1.048 1.307 2.412 -0.104
C -0.959 0.310 1.351 -0.286
O -0.922 -1.002 1.623 -0.187
N -1.563 1.027 3.701 -0.385
O -1.364 1.831 4.617 -0.006
O -2.215 -0.003 3.866 0.021
N 0.332 4.321 0.746 -0.386
O 0.566 4.685 -0.410 0.021
O 0.479 5.065 1.716 0.002
H -0.985 2.667 -1.017 0.152
H -0.494 3.275 2.986 0.125
```

The HOMO-LUMO gap (alpha / beta) comes out at 0.216 / 0.214 hartree. Its spin multiplicity is 5. The value obtained for the energy relative to the best compared isomer or geometry (same formula, charge and spin) is 647.3 kJ/mol. The HOMO energy (alpha / beta) comes out at -4.016 / -3.990 eV. Its LUMO energy (alpha / beta) is 1.855 / 1.823 eV. The total charge is -1.

Record 6
Below is a 2-piece molecular cluster, C4H10OS overall, with properties calculated with ωB97M-V with the def2-TZVPD basis set.

The geometry in XYZ format:
```
16
Properties=species:S:1:pos:R:3:lowdin_charge:R:1
C 3.284 3.344 0.221 0.012
C 3.345 2.146 0.792 -0.276
O 2.269 1.274 0.682 -0.048
H 3.845 4.162 0.647 0.053
H 2.507 3.454 -0.525 0.062
H 4.231 1.754 1.283 0.104
H 2.058 1.032 1.592 0.092
C -1.793 -1.930 0.773 -0.410
S -3.409 -1.666 -0.038 0.709
C -3.007 -1.896 -1.797 -0.428
H -1.060 -1.936 -0.023 0.022
H -1.603 -1.091 1.438 0.020
H -1.903 -2.838 1.354 0.019
H -3.853 -2.411 -2.233 0.018
H -2.073 -2.446 -1.847 0.023
H -2.838 -0.954 -2.320 0.028
```

The HOMO-LUMO gap comes out at 0.334 hartree. The value obtained for the energy relative to the best compared isomer or geometry (same formula, charge and spin) is 175.2 kJ/mol. The HOMO energy comes out at -8.362 eV. Its LUMO energy is 0.723 eV.

Record 7
Below is C25H16MnN10 as an isolated structure, with properties calculated with ωB97M-V with the def2-TZVPD basis set.

The geometry in XYZ format:
```
52
Properties=species:S:1:pos:R:3:lowdin_charge:R:1
Mn 0.525 -0.124 -0.601 0.818
C -1.851 0.100 -4.296 -0.051
C -3.102 -0.424 -3.986 -0.054
C -3.296 -0.934 -2.728 -0.013
C -2.260 -0.928 -1.779 -0.315
N -1.050 -0.416 -2.081 0.038
C -0.882 0.079 -3.320 -0.126
N -2.625 -1.493 -0.564 0.161
C -1.888 -1.597 0.480 -0.289
N -0.596 -1.182 0.698 0.029
C -0.242 -1.479 1.990 -0.285
N 0.842 -1.232 2.633 0.160
C 1.968 -0.592 2.144 -0.303
C 3.014 -0.514 3.082 -0.009
C 4.195 0.108 2.775 -0.053
C 4.338 0.653 1.501 -0.055
C 3.288 0.526 0.624 -0.151
N 2.111 -0.067 0.910 0.033
C -1.380 -2.168 2.649 -0.105
C -1.529 -2.676 3.925 -0.006
C -2.748 -3.263 4.238 -0.071
C -3.776 -3.332 3.297 -0.071
C -3.615 -2.815 2.018 -0.006
C -2.398 -2.231 1.721 -0.105
H -1.616 0.513 -5.266 0.111
H -3.901 -0.435 -4.715 0.112
H -4.235 -1.362 -2.410 0.112
H 0.093 0.485 -3.544 0.080
H 2.827 -0.966 4.045 0.113
H 4.993 0.168 3.503 0.112
H 5.240 1.153 1.178 0.111
H 3.390 0.924 -0.376 0.079
H -0.720 -2.617 4.641 0.114
H -2.908 -3.676 5.225 0.103
H -4.713 -3.797 3.574 0.103
H -4.401 -2.861 1.277 0.114
N 0.579 2.829 0.599 0.010
C -0.120 3.939 0.889 -0.079
C -1.411 3.719 0.469 -0.051
C -1.396 2.425 -0.066 -0.124
N -0.184 1.892 0.019 -0.038
H 1.545 2.624 0.798 0.143
H 0.346 4.785 1.364 0.122
H -2.244 4.396 0.540 0.099
H -2.200 1.855 -0.505 0.110
N 1.912 0.395 -2.090 0.083
C 2.622 0.848 -2.891 -0.175
C 3.457 1.418 -3.830 -0.280
C 2.970 1.592 -5.142 -0.249
N 2.536 1.744 -6.200 0.123
C 4.736 1.831 -3.405 -0.251
N 5.761 2.181 -3.009 0.121
```

The HOMO-LUMO gap (alpha / beta) comes out at 0.256 / 0.257 hartree. Its spin multiplicity is 6. The value obtained for the energy relative to the best compared isomer or geometry (same formula, charge and spin) is 0.0 kJ/mol. The HOMO energy (alpha / beta) comes out at -7.951 / -8.058 eV. Its LUMO energy (alpha / beta) is -0.980 / -1.074 eV.

Record 8
Below is a 2-piece molecular cluster, C7H10N2O4S overall, with properties calculated with ωB97M-V with the def2-TZVPD basis set.

The geometry in XYZ format:
```
24
Properties=species:S:1:pos:R:3:lowdin_charge:R:1
C -0.651 -1.076 -0.924 -0.012
C -1.742 0.760 0.154 -0.030
C -1.860 -1.767 -1.169 0.028
C -2.946 0.079 0.030 -0.025
C -0.614 0.146 -0.312 -0.284
C -3.016 -1.177 -0.596 -0.299
C 1.064 1.562 0.705 -0.245
N 0.654 0.657 -0.183 0.067
N 2.320 1.780 0.950 -0.011
O 5.358 -0.487 -0.556 -0.279
O 3.211 0.529 -1.390 -0.434
O 3.125 -0.891 0.601 -0.317
O -4.172 -1.916 -0.607 0.034
S 3.968 0.406 -0.164 0.915
H 0.330 -1.518 -1.147 0.129
H -1.971 1.747 0.501 0.108
H -1.697 -2.715 -1.649 0.109
H -3.791 0.620 0.412 0.107
H 0.306 2.076 1.289 0.128
H 1.349 0.401 -0.850 0.082
H 2.314 2.452 1.683 0.041
H 5.199 -1.060 -1.253 -0.001
H 3.125 -0.912 1.598 0.087
H -4.966 -1.407 -0.426 0.101
```

The HOMO-LUMO gap comes out at 0.317 hartree. The value obtained for the energy relative to the best compared isomer or geometry (same formula, charge and spin) is 1.5 kJ/mol. The HOMO energy comes out at -7.951 eV. Its LUMO energy is 0.665 eV.

Looking at max |F| for the records above, in order, we have 3.59, 4.00, 3.03, 0.43, 0.55, 1.09, 0.76, 3.58 eV Å⁻¹.